[1]
{"formula": "C34H24N4O8PSY", "method": "the ωB97M-V functional and the def2-TZVPD basis", "total_energy_ha": -2909.2901, "largest_force_ha_per_bohr": 0.00727, "charge": -2, "e_homo_ev": -2.175, "e_above_lowest_kcal_mol": 7.9, "symbols": ["Y", "N", "C", "S", "N", "N", "C", "C", "C", "C", "C", "C", "C", "O", "H", "H", "H", "H", "H", "H", "H", "O", "C", "C", "C", "N", "C", "C", "C", "O", "O", "C", "O", "O", "H", "H", "H", "O", "C", "O", "C", "C", "C", "C", "C", "C", "P", "C", "C", "C", "C", "C", "C", "C", "C", "C", "C", "C", "C", "H", "H", "H", "H", "H", "H", "H", "H", "H", "H", "H", "H", "H", "H"], "coordinates": [[1.7275, -0.0383, -0.5957], [-0.0907, -4.4123, -1.8999], [0.3990, -3.2484, -1.2996], [1.1346, -2.1007, -2.3594], [0.2301, -3.1906, -0.0193], [0.7309, -2.0435, 0.6089], [0.6230, -2.1540, 1.8823], [0.8763, -1.1783, 2.9275], [0.5471, -1.5749, 4.2294], [0.6575, -0.7276, 5.3138], [1.1117, 0.5772, 5.0875], [1.4492, 1.0019, 3.8233], [1.3525, 0.1445, 2.6945], [1.6610, 0.5751, 1.5282], [-0.3703, -4.2606, -2.8562], [-0.7920, -4.8675, -1.3330], [0.2291, -3.1068, 2.2418], [0.1785, -2.5867, 4.3729], [0.3906, -1.0614, 6.3090], [1.1993, 1.2687, 5.9200], [1.7959, 2.0112, 3.6366], [7.5317, 0.6597, -3.6283], [6.3103, 0.5211, -3.0262], [5.1518, 1.0083, -3.6154], [3.9579, 0.8321, -2.9452], [3.9024, 0.2330, -1.7599], [5.0063, -0.2778, -1.2188], [6.2458, -0.1483, -1.8137], [4.7779, -1.0743, 0.0703], [5.7709, -1.5136, 0.6490], [3.5536, -1.1934, 0.3710], [2.6046, 1.2205, -3.5490], [2.6134, 1.7626, -4.6568], [1.6268, 0.8760, -2.8309], [7.3984, 1.1355, -4.4545], [5.1332, 1.4981, -4.5821], [7.1139, -0.5787, -1.3361], [1.0364, 4.0061, 0.6038], [0.4199, 3.0897, 0.0586], [0.8937, 2.1178, -0.5926], [-1.1180, 3.1670, 0.1260], [-1.6513, 4.4402, 0.3476], [-3.0134, 4.6657, 0.3632], [-3.8892, 3.6023, 0.1672], [-3.3762, 2.3340, -0.0274], [-1.9964, 2.0935, -0.0481], [-1.4467, 0.3416, -0.2102], [-2.2507, -0.3976, 1.2573], [-2.4717, 0.3259, 2.4277], [-2.9100, -0.3102, 3.5813], [-3.1408, -1.6775, 3.5818], [-2.9085, -2.4111, 2.4258], [-2.4517, -1.7806, 1.2786], [-2.4730, -0.2252, -1.6176], [-1.8775, -0.1001, -2.8745], [-2.5750, -0.4707, -4.0166], [-3.8599, -0.9856, -3.9170], [-4.4553, -1.1210, -2.6694], [-3.7670, -0.7359, -1.5267], [-0.9375, 5.2378, 0.5044], [-3.3963, 5.6674, 0.5242], [-4.9618, 3.7587, 0.1736], [-4.0598, 1.5032, -0.1580], [-2.2795, 1.3913, 2.4468], [-3.0498, 0.2652, 4.4882], [-3.4711, -2.1737, 4.4868], [-3.0476, -3.4859, 2.4213], [-2.2056, -2.3731, 0.4049], [-0.8636, 0.2788, -2.9652], [-2.0955, -0.3715, -4.9823], [-4.3953, -1.2866, -4.8103], [-5.4578, -1.5246, -2.5837], [-4.2362, -0.8433, -0.5559]], "lowdin_charge": [1.33, 0.02, -0.91, 0.56, -0.04, -0.08, -0.12, -0.14, -0.08, -0.14, -0.12, -0.02, -0.36, -0.18, 0.04, 0.06, 0.11, 0.10, 0.08, 0.09, 0.11, 0.04, -0.29, 0.05, -0.16, 0.08, -0.15, 0.06, -0.61, 0.01, -0.12, -0.62, 0.00, -0.17, 0.10, 0.12, 0.12, 0.01, -0.62, -0.18, -0.10, -0.03, -0.10, -0.10, -0.10, -0.28, 1.14, -0.36, -0.08, -0.09, -0.11, -0.10, -0.13, -0.35, -0.09, -0.08, -0.11, -0.11, -0.11, 0.11, 0.09, 0.09, 0.09, 0.11, 0.10, 0.09, 0.10, 0.09, 0.08, 0.10, 0.09, 0.09, 0.10]}

---

[2]
{"formula": "CH4N2O", "method": "the ωB97M-V functional and the def2-TZVPD basis", "total_energy_ha": -225.1620, "largest_force_ha_per_bohr": 0.06271, "smiles": "[H]/N=C/ON", "e_homo_ev": -9.772, "e_above_lowest_kcal_mol": 81.6, "symbols": ["H", "N", "C", "O", "N", "H", "H", "H"], "coordinates": [[2.8032, 0.4788, 0.0385], [1.9135, -0.0620, -0.1446], [0.7138, 0.3068, 0.1100], [-0.2329, -0.6746, -0.0619], [-1.6199, -0.1450, -0.0949], [0.4962, 1.3083, 0.4644], [-2.0156, -0.6757, 0.6697], [-2.0584, -0.5367, -0.9813]], "lowdin_charge": [0.07, 0.07, -0.32, -0.15, 0.05, 0.11, 0.07, 0.11]}

---

[3]
{"formula": "C38H30AlN5O3PS6", "method": "the ωB97M-V functional and the def2-TZVPD basis", "total_energy_ha": -4938.5893, "largest_force_ha_per_bohr": 0.01125, "charge": 1, "e_homo_ev": -9.501, "e_above_lowest_kcal_mol": 3.0, "symbols": ["Al", "O", "C", "N", "C", "O", "C", "C", "C", "C", "C", "N", "C", "C", "C", "C", "C", "N", "H", "H", "H", "H", "H", "H", "H", "H", "C", "S", "C", "C", "S", "S", "C", "S", "S", "H", "H", "H", "O", "P", "C", "C", "C", "C", "C", "C", "C", "C", "C", "C", "C", "C", "C", "C", "C", "C", "C", "C", "H", "H", "H", "H", "H", "H", "H", "H", "H", "H", "H", "H", "H", "H", "H", "S", "C", "N", "C", "C", "C", "N", "H", "H", "H", "H"], "coordinates": [[0.0390, -1.1053, 0.0974], [3.6712, -1.3954, -1.5019], [2.5074, -1.5136, -1.2032], [1.9119, -1.5819, 0.0380], [2.6190, -1.4814, 1.2128], [3.8055, -1.3582, 1.4002], [1.6608, -1.5689, 2.3918], [2.1122, -1.8454, 3.6645], [1.1767, -2.0395, 4.6672], [-0.1765, -1.9337, 4.3651], [-0.5494, -1.6135, 3.0751], [0.3557, -1.4335, 2.1079], [1.4462, -1.6310, -2.2858], [1.7806, -1.9243, -3.5912], [0.7585, -2.1147, -4.5059], [-0.5625, -1.9986, -4.0855], [-0.8158, -1.6797, -2.7678], [0.1725, -1.4953, -1.8894], [3.1782, -1.9113, 3.8359], [1.4942, -2.2804, 5.6746], [-0.9361, -2.0909, 5.1195], [-1.5864, -1.4821, 2.7912], [2.8273, -2.0027, -3.8535], [0.9835, -2.3601, -5.5369], [-1.3867, -2.1492, -4.7701], [-1.8256, -1.5641, -2.3890], [-4.5032, 2.3707, 0.0711], [-4.6463, 1.1986, -1.3032], [-4.7270, -0.3296, -0.4373], [-3.6960, -0.9573, 0.1736], [-2.1106, -0.2060, 0.3064], [-4.1250, -2.4768, 0.9285], [-5.7869, -2.5542, 0.4393], [-6.7456, -3.8325, 0.7760], [-6.2750, -1.1393, -0.4169], [-4.3878, 3.3532, -0.3894], [-3.6248, 2.1436, 0.6761], [-5.4076, 2.3562, 0.6769], [0.5677, 0.6654, -0.0259], [0.5916, 2.1900, -0.0604], [-0.2273, 2.8730, 1.3851], [-0.7053, 4.1833, 1.3964], [-1.2880, 4.6969, 2.5459], [-1.3973, 3.9068, 3.6837], [-0.9187, 2.6023, 3.6770], [-0.3310, 2.0868, 2.5318], [-0.1526, 2.8427, -1.5477], [-1.0290, 2.0588, -2.2922], [-1.6637, 2.5983, -3.4023], [-1.4272, 3.9156, -3.7674], [-0.5400, 4.6987, -3.0356], [0.0999, 4.1658, -1.9294], [2.3021, 2.7080, -0.0213], [2.9500, 2.8019, 1.2127], [4.3007, 3.1060, 1.2582], [5.0030, 3.3198, 0.0788], [4.3617, 3.2325, -1.1496], [3.0115, 2.9216, -1.2054], [-0.6397, 4.8018, 0.5106], [-1.6587, 5.7151, 2.5547], [-1.8552, 4.3099, 4.5800], [-1.0064, 1.9883, 4.5666], [0.0396, 1.0708, 2.5195], [-1.2254, 1.0402, -1.9896], [-2.3550, 1.9921, -3.9764], [-1.9356, 4.3373, -4.6268], [-0.3464, 5.7221, -3.3319], [0.8129, 4.7684, -1.3782], [2.3962, 2.6405, 2.1303], [4.8084, 3.1784, 2.2124], [6.0597, 3.5566, 0.1178], [4.9155, 3.4037, -2.0646], [2.5104, 2.8380, -2.1616], [-0.9003, -3.4826, 0.1977], [0.0833, -4.8169, -0.1013], [-0.4203, -6.0513, 0.2255], [0.2675, -7.1979, 0.0484], [1.5165, -7.1477, -0.4784], [1.9915, -5.8746, -0.8280], [1.3127, -4.7549, -0.6539], [-1.3580, -6.0600, 0.6009], [-0.2236, -8.1150, 0.3415], [2.1018, -8.0419, -0.6307], [2.9752, -5.7666, -1.2788]], "lowdin_charge": [-0.36, 0.13, -0.40, 0.11, -0.39, 0.13, -0.14, 0.03, -0.02, -0.02, -0.11, 0.04, -0.14, 0.03, -0.02, -0.02, -0.10, 0.05, 0.13, 0.12, 0.12, 0.09, 0.13, 0.12, 0.12, 0.12, -0.37, 0.81, -1.01, -1.01, 0.75, 0.86, -1.51, 0.56, 0.93, 0.04, 0.00, 0.04, -0.26, 0.91, -0.27, -0.05, -0.06, -0.06, -0.06, -0.08, -0.27, -0.07, -0.06, -0.06, -0.06, -0.10, -0.26, -0.06, -0.06, -0.06, -0.06, -0.07, 0.10, 0.11, 0.11, 0.11, 0.09, 0.05, 0.11, 0.11, 0.11, 0.11, 0.11, 0.11, 0.11, 0.11, 0.11, 0.82, -0.70, 0.08, -0.03, -0.02, -0.07, 0.10, 0.15, 0.14, 0.12, 0.13]}